Formula: C72H180N12O24
Source: the Open Molecules 2025 dataset
Level of theory: ωB97M-V with the def2-TZVPD basis set

```
288
Properties=species:S:1:pos:R:3:forces:R:3
C -15.56259 8.11335 16.11693 -0.345 -0.271 -1.473
O -14.65118 8.70130 15.19491 0.617 -0.370 -0.020
C -13.89613 9.80774 15.65888 -0.218 0.215 1.086
C -12.87571 9.52966 16.82369 0.239 -0.438 -1.156
N -11.56640 10.27063 16.64159 -2.279 0.423 0.390
C -11.76468 11.74784 16.66968 0.576 -0.492 0.146
C -12.18517 12.32079 18.01532 0.619 0.910 0.557
O -11.16044 12.18478 18.99342 0.426 -1.117 0.052
C -11.49936 12.64886 20.28112 0.292 0.703 -0.293
H -16.06250 7.32747 15.55072 0.305 -0.356 -0.091
H -16.41233 8.77995 16.26421 0.279 0.434 1.032
H -15.08490 7.62920 16.96870 -0.107 0.518 0.315
H -14.60397 10.54920 16.02943 -0.072 0.192 0.146
H -13.44260 10.28504 14.79020 0.415 -0.411 -0.115
H -12.63084 8.47000 16.89615 0.232 -0.207 -0.735
H -13.42491 9.61347 17.76148 0.151 1.007 0.412
H -11.04011 10.06221 17.47806 0.455 -0.104 0.061
H -12.44725 12.09624 15.89457 -0.512 -0.374 0.108
H -10.82577 12.18091 16.32470 0.302 0.121 0.438
H -13.12188 11.90330 18.38462 -0.187 -0.111 -0.121
H -12.25282 13.40786 17.97287 -0.841 0.336 -0.666
H -10.58302 12.70824 20.86841 -0.076 -0.632 0.069
H -12.29548 12.08703 20.76962 0.099 -0.346 0.032
H -11.81409 13.69228 20.26285 -0.383 0.317 -0.324
C -14.60532 14.61406 9.20186 0.384 -0.949 -0.114
O -13.49048 15.25594 9.80010 -1.122 0.839 0.802
C -12.69612 16.02107 8.89759 -0.613 -0.449 -0.123
C -11.82178 16.91199 9.75173 1.402 0.224 -1.552
N -11.25047 18.04119 8.97649 -1.165 0.545 1.357
C -10.50688 18.95752 9.81588 0.275 0.871 -0.357
C -9.75505 20.06458 9.04696 -1.378 1.260 1.489
O -10.65723 21.24312 8.69689 1.045 -1.831 -0.330
C -11.09446 22.03676 9.79423 0.520 -0.459 0.217
H -15.32569 14.28717 9.95173 0.266 0.053 0.335
H -14.21024 13.72061 8.71838 -0.273 -0.252 -0.288
H -15.18402 15.17019 8.46435 0.374 0.584 -0.057
H -13.31848 16.60379 8.21847 -0.237 0.294 0.110
H -12.19927 15.27875 8.27293 0.743 0.228 -0.061
H -11.00498 16.29147 10.12035 0.104 -0.178 0.622
H -12.41235 17.26982 10.59510 0.032 0.314 -0.070
H -10.62745 17.71554 8.25131 -0.316 -0.432 -0.115
H -9.76525 18.44642 10.42977 0.363 -0.277 0.250
H -11.12420 19.52291 10.51398 -0.482 -0.340 0.160
H -9.14275 19.62122 8.26171 -0.799 0.715 -0.909
H -8.99988 20.45538 9.72893 0.008 0.221 0.261
H -11.75019 21.53507 10.50587 -0.102 -0.529 -0.016
H -11.68707 22.88802 9.45917 0.332 -0.085 -0.540
H -10.24123 22.39083 10.37278 0.174 0.234 0.029
C -4.19126 12.03486 4.21227 -1.421 0.225 0.725
O -3.08590 11.87922 3.39545 0.331 0.198 -0.229
C -2.00758 12.62975 3.93735 1.836 -0.441 -1.144
C -0.67728 12.41815 3.10072 0.026 -0.190 -0.881
N -0.57585 13.27564 1.85398 -1.153 0.112 1.546
C -1.84709 13.18803 1.15749 0.325 0.677 -0.256
C -1.70006 13.88457 -0.19288 -0.110 -0.596 -1.117
O -0.58374 13.32812 -0.94912 -0.107 0.105 0.764
C -0.35265 13.79982 -2.29061 -1.614 0.713 1.455
H -4.10779 11.51178 5.16491 0.387 -0.037 0.299
H -5.13933 11.67968 3.80839 0.322 -0.448 -0.777
H -4.41475 13.08129 4.41992 0.273 0.387 0.181
H -1.84900 12.31327 4.96827 0.213 -0.103 0.121
H -2.20158 13.70221 3.95479 -0.352 0.190 -0.062
H -0.55688 11.38188 2.78490 -0.707 -0.461 0.087
H 0.19300 12.50959 3.75060 -0.061 0.798 0.071
H 0.05916 12.99340 1.12104 0.875 -0.555 0.702
H -2.61453 13.69345 1.74375 -0.128 0.304 -0.233
H -2.19645 12.15626 1.11884 -0.031 -0.257 -0.653
H -1.63022 14.96735 -0.08890 0.576 0.137 0.219
H -2.62745 13.74529 -0.74843 -0.193 -0.271 -0.296
H -0.50358 14.87908 -2.31331 0.608 0.397 0.094
H -1.19928 13.48017 -2.89818 0.428 -0.718 -0.564
H 0.65743 13.52834 -2.59743 -0.407 -0.194 -0.080
C -11.69374 8.02923 5.01706 0.439 -0.734 -1.637
O -11.77048 8.07731 3.56558 0.429 0.467 0.574
C -11.31952 9.31438 3.00982 -2.148 -0.373 -0.553
C -11.71475 9.31690 1.50187 1.685 0.303 0.376
N -11.02810 8.30666 0.66404 -0.832 0.150 0.124
C -9.58546 8.45319 0.58162 -0.078 -0.647 -0.324
C -8.93818 7.25119 -0.16243 -0.126 -0.520 0.655
O -8.96384 5.97724 0.58738 -0.593 1.970 -1.589
C -8.29406 6.02982 1.79717 0.142 -0.866 0.743
H -12.58332 8.37230 5.54531 -0.210 0.414 -0.288
H -10.80277 8.58316 5.31274 0.039 -0.241 0.458
H -11.62153 6.95376 5.17911 0.315 0.178 0.597
H -10.27964 9.58453 3.19355 0.330 -0.478 0.009
H -11.93177 10.08066 3.48529 0.001 0.579 0.049
H -11.39715 10.29847 1.15009 0.234 0.173 -0.231
H -12.79490 9.35424 1.36051 0.010 -0.720 0.148
H -11.17995 7.38758 1.05435 -0.403 -0.193 0.076
H -9.18439 8.54851 1.59066 0.613 0.038 0.026
H -9.33926 9.37330 0.05164 0.068 0.067 -0.109
H -7.92439 7.50584 -0.47141 0.526 -0.005 0.607
H -9.37920 7.02594 -1.13344 -0.705 0.045 0.316
H -8.72296 6.69431 2.54723 -0.120 0.413 -0.079
H -7.22991 6.23236 1.67612 0.226 0.134 0.020
H -8.41861 5.02965 2.21223 0.296 -0.075 0.117
C -15.84510 6.49097 10.77778 1.573 -0.028 0.489
O -14.39721 6.22701 11.11578 -2.251 -0.274 -0.972
C -14.16358 6.75708 12.39282 1.162 0.334 0.946
C -12.64664 6.43461 12.85960 -1.775 0.572 -0.331
N -11.96925 7.44473 13.71218 -0.436 -0.854 -0.248
C -11.24647 8.46988 12.98652 -0.455 -0.314 -0.654
C -9.97505 7.87570 12.45217 1.329 -0.012 -0.139
O -9.35298 8.74279 11.48985 -0.049 -0.186 0.228
C -8.08648 8.30324 11.03423 -0.027 -0.261 -0.184
H -15.92163 7.55363 10.54752 -0.116 0.078 0.512
H -16.43931 6.14925 11.62527 -0.096 0.422 0.149
H -16.28511 6.00765 9.90548 1.037 -0.582 -0.179
H -14.88106 6.40999 13.13636 -0.048 -0.874 0.172
H -14.44402 7.80994 12.42322 0.743 0.733 -0.279
H -12.13296 6.23283 11.91965 0.343 0.350 0.088
H -12.68492 5.46851 13.36287 0.049 0.092 0.211
H -12.64510 7.90869 14.30214 -0.211 -0.284 0.133
H -11.05061 9.30078 13.66427 0.075 0.057 -0.112
H -11.84710 8.81030 12.14303 -0.052 0.518 -0.301
H -10.10488 6.87864 12.03132 -0.412 -0.049 -0.348
H -9.31145 7.67401 13.29304 0.369 0.290 0.219
H -7.61790 9.04103 10.38293 -0.137 0.601 0.480
H -8.11326 7.45977 10.34434 -0.510 -0.593 0.186
H -7.43500 8.04680 11.86965 0.158 0.085 0.072
C -16.63897 13.79982 12.65590 0.237 -0.690 0.009
O -16.58358 13.76469 14.07902 0.968 1.029 -0.099
C -15.28435 13.94994 14.69696 -1.106 -0.450 0.819
C -15.50794 14.05749 16.21945 0.805 -1.239 -0.848
N -15.46910 12.72783 16.88818 0.009 1.894 0.208
C -16.07289 12.96914 18.21782 0.166 -2.558 0.509
C -16.33165 11.66881 19.04846 -0.553 1.000 -0.466
O -17.40085 10.95750 18.46735 0.374 -0.720 -0.066
C -18.02382 9.98512 19.31272 -0.605 0.925 -0.311
H -17.65932 13.59110 12.33433 0.069 -0.151 0.275
H -15.98253 13.04550 12.22208 -0.048 -0.346 -0.003
H -16.34336 14.72032 12.15251 0.126 0.675 0.547
H -14.73215 14.86957 14.50339 -0.315 0.534 -1.138
H -14.62316 13.12233 14.44012 -0.010 -0.145 0.039
H -16.44823 14.58742 16.37155 -0.208 0.080 0.053
H -14.69953 14.67387 16.61271 0.047 0.034 0.282
H -16.00446 12.12580 16.27904 -0.582 -0.372 0.458
H -16.99562 13.53344 18.08278 -0.111 0.116 0.542
H -15.35451 13.44010 18.88882 0.116 0.828 -0.487
H -16.56569 11.94871 20.07558 -0.440 0.384 0.174
H -15.41436 11.09822 19.19371 0.235 -0.439 -0.640
H -18.70527 9.40915 18.68662 0.420 -0.312 -0.089
H -18.70082 10.51418 19.98344 0.142 0.062 0.479
H -17.33825 9.36398 19.88916 0.152 -0.056 -0.230
C -13.97905 10.16720 8.41417 0.041 -0.622 0.753
O -15.33160 9.87973 8.74121 0.205 -0.176 -0.885
C -15.70678 10.48101 9.95091 -1.344 -0.966 0.105
C -17.17458 10.06579 10.25153 -0.310 0.977 0.611
N -17.66217 10.59502 11.55489 0.378 -0.086 -0.422
C -16.87731 10.17756 12.70714 -0.792 0.768 0.560
C -17.68435 10.40453 14.02581 -0.604 -0.896 -0.275
O -18.73472 9.41841 14.22542 1.600 -0.646 -0.141
C -19.28807 9.39095 15.54214 0.072 0.949 -0.654
H -13.63227 9.71049 7.48721 -0.807 0.391 -0.456
H -13.32294 9.65318 9.11659 0.072 0.259 0.624
H -13.82141 11.24398 8.47584 0.318 0.103 -0.304
H -15.63954 11.56512 9.85992 0.170 0.288 0.316
H -15.09029 10.06847 10.74956 0.398 0.361 0.262
H -17.28184 8.98213 10.20388 0.173 -0.101 -0.151
H -17.86312 10.52582 9.54273 0.258 -0.239 -0.442
H -18.62292 10.31848 11.69838 -0.101 -0.141 -0.186
H -16.01932 10.84975 12.71781 0.279 0.045 0.497
H -16.45878 9.17851 12.58531 -0.219 -0.413 0.436
H -18.22791 11.34927 14.01582 0.467 0.513 -0.250
H -17.01732 10.39246 14.88780 0.199 -0.040 0.046
H -18.63244 9.70351 16.35488 0.666 0.109 -0.219
H -19.60827 8.38186 15.80159 -0.417 0.160 -0.405
H -20.05499 10.16353 15.48693 -0.706 -0.414 0.653
C -12.72409 12.93228 12.54996 0.474 -2.177 0.174
O -11.97408 11.91622 11.89567 -0.615 0.152 -0.670
C -11.45198 12.33358 10.64306 0.688 0.114 0.613
C -10.69831 11.18473 10.01241 0.555 -0.074 0.051
N -10.01886 11.53696 8.79326 -1.484 -0.682 -1.984
C -9.59752 10.30497 8.07929 1.266 0.596 -0.587
C -8.80824 10.64820 6.81577 0.074 1.740 1.022
O -8.45361 9.59183 6.02918 0.170 -1.592 -0.854
C -7.66706 9.96942 4.88799 -0.652 -0.241 0.802
H -12.80998 12.40665 13.50098 -0.353 0.888 0.579
H -13.72393 13.02758 12.12648 -0.071 0.349 -0.268
H -12.18102 13.87552 12.60895 0.032 0.230 0.028
H -10.83876 13.18236 10.94577 0.576 0.338 -0.791
H -12.19711 12.67018 9.92224 -0.450 0.135 0.084
H -11.44800 10.43742 9.75243 0.064 -0.218 0.200
H -9.93770 10.71201 10.63379 -0.591 0.004 0.878
H -9.36260 12.29670 8.90382 0.411 -0.601 0.022
H -10.36540 9.62298 7.71411 -0.709 0.348 0.608
H -8.91905 9.71929 8.69958 -0.076 -0.380 0.261
H -7.89118 11.12782 7.15793 0.341 0.647 0.007
H -9.38822 11.36077 6.22929 -0.141 0.406 -0.106
H -7.64372 9.07646 4.26336 0.207 0.295 -0.162
H -6.67340 10.28562 5.20544 0.244 -0.150 0.011
H -8.12509 10.81503 4.37491 -0.167 -0.116 -0.269
C -9.75565 15.30327 13.42927 -0.433 -1.090 -0.027
O -10.80182 16.18067 13.12158 -1.624 0.787 -0.559
C -11.73005 16.47139 14.16454 1.623 1.040 -0.248
C -12.89357 17.32088 13.65494 -0.511 -1.862 0.310
N -13.75455 16.56723 12.69805 -0.185 3.687 0.079
C -14.88817 17.35611 12.13528 -1.638 -1.044 0.241
C -15.91535 17.98691 13.15277 2.155 -0.478 -0.002
O -15.28524 19.09112 13.71266 0.841 0.243 0.380
C -16.07489 19.82589 14.62162 0.162 0.566 0.036
H -10.20691 14.44005 13.91847 0.213 -0.527 -0.089
H -8.97185 15.63975 14.10790 -0.023 0.707 -0.096
H -9.36817 15.03106 12.44751 0.355 -0.213 0.274
H -11.10533 17.08633 14.81235 -0.644 0.265 0.813
H -12.06461 15.60390 14.73344 -0.108 -0.335 -0.207
H -12.61855 18.26737 13.18952 0.273 -0.054 -0.490
H -13.55692 17.64258 14.45780 0.080 -0.108 0.232
H -13.26296 16.08520 11.95907 0.268 -1.245 -0.450
H -15.46674 16.68489 11.50061 0.193 -0.227 -0.091
H -14.41791 18.04215 11.43078 0.143 0.483 0.108
H -16.00332 17.20525 13.90733 -0.727 -0.217 0.245
H -16.88280 18.30931 12.76780 -0.017 -0.607 -0.627
H -16.43363 19.27322 15.48993 -0.104 -0.492 -0.156
H -16.90675 20.25730 14.06485 -0.200 0.203 0.261
H -15.42125 20.59942 15.02473 -0.187 0.157 -0.223
C -10.83626 16.48972 5.85297 0.385 -0.325 0.777
O -10.02521 16.78729 7.01320 0.336 -0.410 -0.827
C -8.69796 17.25896 6.70979 -1.530 1.014 -0.700
C -7.70271 16.22462 6.28823 -0.525 -0.001 -0.732
N -7.09145 15.53508 7.39475 -0.306 -0.042 0.131
C -8.08469 14.84090 8.23582 0.796 -0.304 1.643
C -7.33281 14.06123 9.35723 1.142 0.076 -2.117
O -8.15573 13.30519 10.13587 -1.914 -0.107 1.714
C -7.47585 12.40289 10.98716 0.157 -0.665 -0.445
H -10.34368 15.69653 5.29056 -0.080 0.241 -0.436
H -11.08486 17.37820 5.27254 0.385 0.065 -0.132
H -11.77863 16.06774 6.20221 0.113 0.088 0.185
H -8.36460 17.87194 7.54718 0.170 -0.542 0.544
H -8.80586 18.03546 5.95248 -0.029 -0.047 -0.579
H -6.99684 16.77249 5.66399 0.621 -0.209 0.270
H -8.15274 15.51839 5.59051 -0.223 -0.184 0.057
H -6.64982 16.31036 7.86804 0.341 -0.366 0.890
H -8.68736 14.18411 7.60851 0.165 -0.202 -0.033
H -8.78552 15.42292 8.83431 -0.320 0.823 -0.495
H -6.74921 14.72263 9.99759 0.290 0.401 -0.193
H -6.67401 13.38029 8.81835 0.692 0.003 0.005
H -6.71639 12.82161 11.64746 0.092 0.632 -0.183
H -6.98777 11.69458 10.31769 0.268 -0.396 0.217
H -8.16227 11.86289 11.63933 -0.358 0.151 -0.328
C -3.99625 3.89235 4.95160 -0.154 1.487 0.283
O -5.15627 4.72069 4.74242 0.522 -0.943 0.062
C -5.77792 5.05267 5.98018 -0.067 0.084 -1.144
C -6.67657 6.23244 5.66078 -0.728 1.011 0.947
N -7.69753 6.50943 6.71039 1.084 -1.524 -0.290
C -8.77208 5.49776 6.72042 0.018 1.894 0.233
C -9.70671 5.72236 7.90262 -0.904 0.212 -0.292
O -10.35907 7.03859 7.85275 -0.064 -0.978 0.796
C -11.20525 7.24467 9.00664 0.074 -0.260 -0.193
H -3.26149 4.55567 5.40792 0.527 -0.008 -0.075
H -3.61434 3.54897 3.99017 -0.282 -0.161 0.171
H -4.13086 3.11206 5.70068 -0.446 -0.427 -0.344
H -5.01283 5.35267 6.69624 -0.059 -0.103 0.343
H -6.32719 4.17098 6.31034 -0.043 0.017 0.424
H -7.12133 6.14584 4.66942 -0.151 -0.509 -0.232
H -6.03289 7.10855 5.58197 0.034 0.133 0.105
H -8.02990 7.46186 6.66021 -0.321 -0.054 -0.155
H -8.38130 4.48032 6.70575 0.157 0.104 0.449
H -9.37063 5.56642 5.81206 -0.302 0.059 -0.309
H -9.26110 5.57787 8.88682 0.463 0.216 -0.008
H -10.45683 4.93731 7.80717 -0.475 -0.001 0.129
H -11.62380 8.25103 9.01935 0.605 0.198 -0.238
H -10.68178 7.05587 9.94389 0.373 0.247 -0.039
H -12.10246 6.63014 9.08051 -0.010 -0.638 -0.631
C -11.96133 13.22221 5.81816 0.528 0.089 -0.523
O -11.72068 13.45580 4.42945 0.383 0.561 0.374
C -10.46905 12.98337 3.94500 0.210 0.013 -0.560
C -10.37580 13.31259 2.43998 -0.316 -1.471 0.621
N -9.33910 12.48895 1.78642 -0.249 0.465 0.597
C -7.99411 12.91734 2.10950 1.309 -0.218 -0.318
C -6.93802 12.08223 1.37604 -0.760 -1.139 0.013
O -7.09679 10.74004 1.82488 0.880 -1.618 -0.814
C -6.20864 9.78248 1.11611 -0.770 0.765 0.972
H -11.95913 12.14567 5.98888 -0.293 -0.046 0.354
H -12.87664 13.73206 6.11877 -0.390 -0.432 -0.429
H -11.22327 13.68303 6.47468 0.629 -0.102 -0.093
H -10.38385 11.90403 4.07096 -0.205 -0.298 -0.103
H -9.57795 13.37621 4.43461 -0.130 0.551 0.683
H -10.26601 14.38213 2.26072 -0.070 0.210 0.033
H -11.34191 12.93702 2.10281 -0.053 0.412 -0.571
H -9.43390 12.60439 0.78752 -0.202 -0.172 -0.203
H -7.73169 12.81684 3.16266 -0.475 -0.030 0.241
H -7.81929 13.95829 1.83757 0.062 0.453 0.012
H -5.90442 12.37512 1.56039 0.039 0.539 0.070
H -7.12696 12.08686 0.30255 0.053 0.297 -0.339
H -5.18302 10.11857 1.26855 0.123 -0.097 -0.310
H -6.45753 9.59640 0.07135 -0.078 0.895 -0.312
H -6.32111 8.77204 1.50912 -0.164 0.287 0.788
```
Positions in Å, forces in eV/Å.

Summary:
* energy above the lowest of the compared OMol25 structures with the same formula, charge and spin: 158.3 kJ/mol
* HOMO-LUMO gap (alpha / beta): 7.36 / 2.47 eV
* net charge: +1
* energy: -5313.0469 Eh
* E_HOMO (alpha / beta): -9.36 / -9.36 eV
* <S²>: 0.75
* multiplicity: 2

Mulliken atomic charge list, values in e, 4 entries:
1. C -0.733
2. O 0.105
3. C 0.607
4. C -0.998